No. 1
DFT (ωB97M-V/def2-TZVPD) results for a cluster of 2 separate species, C5H9NS in total.

## Properties
* energy above the lowest of the compared OMol25 structures with the same formula, charge and spin: 5.003 eV
* 2S+1: 1
* calculated total energy: -648.66930 hartree
* HOMO level: -8.5 eV

Positions of all 16 atoms, in Å:
C 0.336 -1.279 -0.058
N 0.716 0.064 0.071
C 2.217 0.176 0.006
H 2.690 -0.710 0.448
H -5.267 0.040 -0.552
C -3.229 0.683 0.043
H -0.633 -1.297 0.236
H -0.350 3.255 0.431
H 0.889 -2.023 0.642
S 0.744 2.633 -0.040
C -4.360 0.300 -0.101
C -0.103 1.101 0.119
H 2.698 0.315 -0.897
H 2.618 0.800 0.768
H 0.579 -1.711 -1.058
H -2.253 0.861 0.426

Here are the Mulliken charges for atoms 1 to 5, given in e:
1 C -1.003
2 N 0.131
3 C -1.305
4 H 0.362
5 H 0.372

---

No. 2
DFT (ωB97M-V/def2-TZVPD) results for an isolated molecule of C5H9NS.

## Properties
* energy above the lowest of the compared OMol25 structures with the same formula, charge and spin: 5.685 eV
* 2S+1: 1
* calculated total energy: -648.64423 hartree
* HOMO level (alpha / beta): -8.2 / -8.1 eV

Positions of all 16 atoms, in Å:
S 0.325 -1.882 0.311
H 0.331 1.051 0.168
C -0.337 -0.535 1.424
H -1.821 0.288 -0.889
H 3.261 -1.577 -1.456
H -2.768 1.014 0.441
C -0.543 0.859 0.771
H 0.197 -0.361 2.302
H -1.666 1.952 -0.550
C 1.682 -0.233 -2.142
N 1.727 -1.404 -0.201
H 0.736 0.247 -2.092
H -0.483 1.568 1.691
H -1.250 -0.890 1.741
C 2.327 -1.113 -1.380
C -1.719 1.018 -0.141

Here are the Mulliken charges for atoms 1 to 5, given in e:
1 S 0.090
2 H 0.229
3 C -0.816
4 H 0.358
5 H 0.380

---

No. 3
DFT (ωB97M-V/def2-TZVPD) results for a cluster of 2 separate species, C5H9O in total.

## Properties
* energy above the lowest of the compared OMol25 structures with the same formula, charge and spin: 3.487 eV
* 2S+1: 1
* calculated total energy: -270.70850 hartree
* HOMO level: -14.2 eV
* charge: +1

Positions of all 15 atoms, in Å:
C 0.704 -0.374 -1.312
H 1.560 -0.845 -1.775
C -0.515 -1.135 1.061
H -2.552 -0.522 1.489
H 1.372 2.914 -1.052
H 0.090 -2.043 0.800
C 0.806 2.289 -0.310
H -0.053 -0.259 -2.049
H -2.331 -2.259 0.925
H 0.058 2.733 0.491
C 0.944 0.867 -0.622
H 0.006 -0.243 1.443
O 1.588 1.280 0.384
C -1.813 -1.388 1.165
H 0.137 -1.015 -0.638

Here are the Mulliken charges for atoms 1 to 5, given in e:
1 C -0.481
2 H 0.349
3 C -0.721
4 H 0.175
5 H 0.275

---

No. 4
DFT (ωB97M-V/def2-TZVPD) results for the ion C5H9O with charge +1.

## Properties
* energy above the lowest of the compared OMol25 structures with the same formula, charge and spin: 1.768 eV
* 2S+1: 1
* calculated total energy: -270.77169 hartree
* HOMO level: -16.3 eV
* charge: +1

Positions of all 15 atoms, in Å:
H 0.396 -1.762 -1.307
H 2.132 -0.535 -0.136
H 0.129 -2.218 0.283
H 0.850 1.781 0.380
H 1.170 -0.322 1.332
O -1.058 -0.621 -0.500
C -1.629 0.059 0.640
H -1.355 1.255 -1.457
C 0.542 1.018 -0.285
C -0.896 0.734 -0.474
C 0.151 -1.288 -0.292
C 1.168 -0.253 0.177
H -2.670 0.046 0.564
H 1.089 1.321 -1.246
H -1.338 0.023 1.650

Here are the Mulliken charges for atoms 1 to 5, given in e:
1 H 0.298
2 H 0.392
3 H 0.329
4 H 0.358
5 H 0.263

---

No. 5
DFT (ωB97M-V/def2-TZVPD) results for a structure of composition C5H9O3Yb.

## Properties
* energy above the lowest of the compared OMol25 structures with the same formula, charge and spin: 0.123 eV
* 2S+1: 2
* calculated total energy: -1579.63391 hartree
* HOMO level (alpha / beta): -18.4 / -18.3 eV
* <S²>: 0.760
* charge: +2

Positions of all 18 atoms, in Å:
C -3.022 0.361 -0.164
H -3.120 0.442 -1.254
H 3.332 -1.197 -0.243
H -1.464 -0.085 1.270
C 2.342 -0.978 -0.665
C 0.480 0.695 -0.100
H -3.131 1.356 0.285
C -1.702 -0.260 0.213
O -0.672 0.365 -0.593
O 2.155 0.361 1.383
H 0.904 -1.191 0.968
H 1.934 -1.899 -1.102
Yb 2.761 2.416 1.020
H 2.441 -0.256 -1.489
H -1.694 -1.338 0.019
H -3.829 -0.281 0.212
O 0.818 1.885 -0.207
C 1.467 -0.397 0.447

Here are the Mulliken charges for atoms 1 to 5, given in e:
1 C -1.237
2 H 0.333
3 H 0.360
4 H 0.365
5 C -1.187

---

No. 6
DFT (ωB97M-V/def2-TZVPD) results for an isolated molecule of C5H9O5P.

## Properties
* energy above the lowest of the compared OMol25 structures with the same formula, charge and spin: 3.421 eV
* 2S+1: 1
* calculated total energy: -913.38661 hartree
* HOMO level (alpha / beta): -7.8 / -7.8 eV

Positions of all 20 atoms, in Å:
O -0.230 2.542 0.908
H 2.645 0.662 -1.219
C -0.665 0.630 -0.917
O 2.124 -0.142 -1.350
C -0.980 -0.758 0.947
C 1.904 -0.736 -0.093
H -3.548 -0.456 0.053
C -1.752 0.280 -0.019
H -0.757 -1.634 0.323
H -1.700 -1.042 1.721
H 0.462 0.120 -2.316
C 1.196 0.219 0.867
H 1.872 0.669 1.597
H 1.275 -1.610 -0.283
O -0.479 0.015 -2.039
H -2.022 1.151 0.587
O 0.121 -0.254 1.606
H 2.850 -1.080 0.341
O -2.839 -0.370 -0.595
P 0.524 1.795 -0.117

Here are the Mulliken charges for atoms 1 to 5, given in e:
1 O -0.659
2 H 0.348
3 C 0.163
4 O -0.570
5 C -0.537

---

No. 7
DFT (ωB97M-V/def2-TZVPD) results for the ion C5H9O5S with charge -1.

## Properties
* energy above the lowest of the compared OMol25 structures with the same formula, charge and spin: 0.316 eV
* 2S+1: 1
* calculated total energy: -970.35900 hartree
* HOMO level: -4.0 eV
* charge: -1
* SMILES string: O=C([O-])CCCCS(=O)(=O)O

Positions of all 20 atoms, in Å:
C -0.083 0.210 1.328
H -0.943 0.711 0.885
H -0.154 -0.017 -2.606
H 0.115 0.700 2.278
C 1.214 0.299 0.484
H 1.781 0.264 -1.571
O -0.006 -2.358 0.497
O 0.549 -1.814 2.801
S -0.404 -1.483 1.779
O -1.748 -1.732 2.197
C -1.281 1.558 -1.777
O -0.748 2.668 -2.046
H 1.850 1.046 0.963
H -0.840 -0.481 -1.074
C -0.347 0.340 -1.591
C 0.997 0.750 -0.982
H 1.190 1.817 -1.051
H 1.782 -0.626 0.542
H -0.413 -3.225 0.628
O -2.513 1.376 -1.682

Here are the Mulliken charges for atoms 1 to 5, given in e:
1 C -0.726
2 H 0.449
3 H 0.407
4 H 0.399
5 C -0.653

---

No. 8
DFT (ωB97M-V/def2-TZVPD) results for a cluster of 2 separate species, C5H9P in total.

## Properties
* energy above the lowest of the compared OMol25 structures with the same formula, charge and spin: 2.003 eV
* 2S+1: 1
* calculated total energy: -537.13973 hartree
* HOMO level: -9.6 eV
* SMILES string: C=CCC.C#P

Positions of all 15 atoms, in Å:
C 2.817 -2.040 -1.575
H -1.807 -0.016 1.602
H -1.199 -1.145 -0.640
C -1.419 1.984 1.199
H 1.081 0.414 0.776
H 0.612 -1.001 -1.218
P 3.446 -1.228 -2.739
H -0.667 2.730 1.479
H 2.037 -2.436 -0.949
H -1.669 2.257 0.136
C 0.079 0.063 0.507
C -0.169 -0.810 -0.500
H -0.405 0.402 2.521
H -2.194 2.163 1.860
C -0.920 0.551 1.526

Here are the Mulliken charges for atoms 1 to 5, given in e:
1 C -0.167
2 H 0.326
3 H 0.229
4 C -1.009
5 H 0.295